Entry 1:
# C6H9N3

An isolated molecule of C6H9N3 at a distorted geometry (ωB97M-V with the def2-TZVPD basis set, the OMol25 dataset).

Results
Spin multiplicity: 1
Energy, eV: -10833.952
ΔE to the lowest compared entry with this formula, charge and spin, kcal/mol: 84.8
Highest occupied orbital energy, eV: -8.64
SMILES: [H]/N=C(\C#CC=C)NNC
Kohn-Sham gap, eV: 8.988

CARTESIAN COORDINATES (ANGSTROEM)
H  -1.51914  -1.22606  1.29043
C  0.24320  0.84388  0.01108
N  -1.50367  2.55752  0.18264
H  2.53243  -0.79252  1.19384
C  3.75092  0.02193  -0.43399
N  -1.84735  -0.85784  -0.73637
H  -1.44919  -2.61534  0.18189
H  3.73198  0.84069  -1.13421
H  -0.83184  -0.83873  -0.96137
C  -1.93609  -1.64764  0.44726
H  -3.01984  -1.86771  0.67751
C  2.66841  -0.12842  0.33090
H  -2.95195  0.85291  -0.81291
H  4.64064  -0.59661  -0.49330
H  -0.72492  3.14369  0.46830
N  -2.06655  0.42526  -0.40912
C  -1.12949  1.33442  0.01922
C  1.41244  0.55056  0.17821

Table of natural (NBO) atomic charges, one value per atom, all in e: H 0.18; C -0.12; N -0.68; H 0.23; C -0.32; N -0.42; H 0.19; H 0.20; H 0.34; C -0.41; H 0.19; C -0.28; H 0.40; H 0.21; H 0.35; N -0.45; C 0.35; C 0.04

***

Entry 2:
# C6H9N3

An isolated molecule of C6H9N3 at a distorted geometry (ωB97M-V with the def2-TZVPD basis set, the OMol25 dataset).

Results
Spin multiplicity: 1
Energy, eV: -10834.014
ΔE to the lowest compared entry with this formula, charge and spin, kcal/mol: 83.3
Highest occupied orbital energy, eV: -7.63
SMILES: CNc1cnc2n1CC2
Kohn-Sham gap, eV: 8.486

CARTESIAN COORDINATES (ANGSTROEM)
C  -2.85711  0.11343  -0.03247
H  1.16987  2.15360  -0.27565
C  0.57822  -0.04055  -0.02444
C  3.10505  -0.03822  0.06360
H  -3.27080  0.45687  -0.89795
H  4.01775  -0.73106  0.41192
N  1.79082  -0.78267  -0.02182
H  3.03123  0.65474  0.97322
C  -1.56216  0.72022  0.04716
N  -0.82959  -0.36810  -0.10975
N  -0.84906  1.87063  0.03180
C  -2.13585  -1.26433  0.07997
C  0.43559  1.34579  -0.04058
H  -2.23530  -1.81206  0.93840
H  -3.55608  0.45079  0.85620
H  -2.24953  -2.15533  -0.59395
H  3.39182  0.68118  -0.58696
H  2.02512  -1.25491  -0.81870

Table of natural (NBO) atomic charges, one value per atom, all in e: C -0.44; H 0.21; C 0.22; C -0.43; H 0.23; H 0.21; N -0.61; H 0.20; C 0.33; N -0.34; N -0.48; C -0.17; C -0.13; H 0.20; H 0.22; H 0.21; H 0.19; H 0.37

***

Entry 3:
# C6H9N3O

An isolated molecule of C6H9N3O at a distorted geometry (ωB97M-V with the def2-TZVPD basis set, the OMol25 dataset).

Results
Spin multiplicity: 1
Energy, eV: -12881.836
ΔE to the lowest compared entry with this formula, charge and spin, kcal/mol: 94.7
Highest occupied orbital energy (alpha / beta), eV: -8.79 / -8.78
SMILES: C/C(n1ccnc1)=[N+](/C)[O-]
Kohn-Sham gap (alpha / beta), eV: 9.382 / 9.381

CARTESIAN COORDINATES (ANGSTROEM)
C  -1.34912  1.62625  -1.06206
H  -2.02214  2.32420  -0.36723
C  -1.01705  -1.79750  0.92265
O  -2.80452  -0.06580  -0.48755
N  -1.58209  0.34909  -0.44096
N  0.68657  -0.11467  0.03870
N  2.75339  0.12557  -0.81950
H  -0.16813  -2.24037  1.21548
H  1.03941  0.06993  2.07837
C  -0.68444  -0.43957  0.11156
C  1.52633  0.19667  1.11770
H  -0.40988  1.97439  -0.97649
C  1.47259  -0.19038  -1.06356
H  1.14372  -0.59612  -2.02161
H  3.57991  1.01449  0.93424
H  -1.45303  -1.67842  2.00524
H  -1.79670  1.57301  -2.04251
C  2.80526  0.31552  0.53574
H  -1.72008  -2.44628  0.32179

Table of natural (NBO) atomic charges, one value per atom, all in e: C -0.43; H 0.23; C -0.65; O -0.55; N 0.10; N -0.39; N -0.45; H 0.21; H 0.23; C 0.36; C -0.11; H 0.21; C 0.17; H 0.21; H 0.22; H 0.24; H 0.24; C -0.09; H 0.26

***

Entry 4:
# C6H9N3O2

An isolated molecule of C6H9N3O2 at a distorted geometry (ωB97M-V with the def2-TZVPD basis set, the OMol25 dataset).

Results
Spin multiplicity: 1
Energy, eV: -14933.401
ΔE to the lowest compared entry with this formula, charge and spin, kcal/mol: 18.2
Highest occupied orbital energy, eV: -8.47
SMILES: CCc1c(N)nc(=O)[nH]c1O
Kohn-Sham gap, eV: 8.834

CARTESIAN COORDINATES (ANGSTROEM)
H  -2.04179  1.82184  1.45904
H  -2.46395  1.62951  -0.62108
C  -0.58725  0.57502  -0.82313
H  -1.10149  1.04622  2.63060
O  2.61876  0.09790  -1.99015
H  -2.92904  0.95486  2.67790
C  -0.63405  -0.22371  0.46349
H  -1.41739  2.04134  -2.03688
N  -1.64610  1.42269  -1.25204
N  0.47067  0.66423  -1.55811
C  -1.91412  -0.40011  1.18640
C  0.54004  -0.88588  0.66595
H  -1.99383  -1.36029  1.83215
C  1.62944  0.08384  -1.28895
H  -2.72682  -0.41551  0.47738
H  -0.00443  -2.04118  2.11747
N  1.64367  -0.63238  -0.01691
C  -2.05647  0.91736  2.10868
O  0.74694  -1.74908  1.64942
H  2.60979  -1.04828  0.10397

Table of natural (NBO) atomic charges, one value per atom, all in e: H 0.20; H 0.40; C 0.51; H 0.21; O -0.61; H 0.21; C -0.31; H 0.42; N -0.83; N -0.61; C -0.41; C 0.58; H 0.20; C 0.77; H 0.22; H 0.50; N -0.63; C -0.60; O -0.66; H 0.44

***

Entry 5:
# C6H9N3O2S

A structure of composition C6H9N3O2S at a distorted geometry (ωB97M-V with the def2-TZVPD basis set, the OMol25 dataset).

Results
Spin multiplicity: 1
Energy, eV: -25764.358
ΔE to the lowest compared entry with this formula, charge and spin, kcal/mol: 104.9
Highest occupied orbital energy (alpha / beta), eV: -9.27 / -9.27
Kohn-Sham gap (alpha / beta), eV: 7.952 / 7.952

CARTESIAN COORDINATES (ANGSTROEM)
H  2.99049  -2.08762  -0.18141
H  -0.40969  2.35927  0.43194
H  -2.86398  1.29800  1.38600
C  -0.82205  -2.87846  2.46112
O  2.05764  -0.20343  -0.24872
H  -3.24530  -0.34357  0.76169
O  1.19532  -1.35443  1.52954
C  1.15411  -0.38854  0.81405
C  -2.41114  0.37797  0.95526
S  -1.27435  -0.41147  2.24637
C  -1.57650  0.61239  -0.35259
C  -0.25719  1.34218  -0.04269
N  -1.36758  -1.87662  1.83272
C  3.13422  -1.08403  -0.31904
H  0.38242  1.26856  -0.98634
H  3.87051  -0.93884  0.57291
N  0.35911  0.63984  1.08886
H  -2.27384  1.14016  -0.93243
H  -1.47824  -0.43803  -0.86167
H  3.63171  -0.96426  -1.14824
N  -0.53868  -3.94596  2.88519

Table of natural (NBO) atomic charges, one value per atom, all in e: H 0.19; H 0.21; H 0.23; C 0.40; O -0.54; H 0.26; O -0.64; C 0.84; C -0.54; S 1.16; C -0.42; C -0.27; N -0.80; C -0.23; H 0.25; H 0.16; N -0.55; H 0.23; H 0.23; H 0.18; N -0.35

***

Entry 6:
# C6H9N3OS

An isolated molecule of C6H9N3OS at a distorted geometry (ωB97M-V with the def2-TZVPD basis set, the OMol25 dataset).

Results
Spin multiplicity: 1
Energy, eV: -23714.275
ΔE to the lowest compared entry with this formula, charge and spin, kcal/mol: 140.2
Highest occupied orbital energy (alpha / beta), eV: -8.12 / -8.46
SMILES: N/N=[N+](/[O-])SC1=CCC=CC1
Kohn-Sham gap (alpha / beta), eV: 8.004 / 8.503

CARTESIAN COORDINATES (ANGSTROEM)
S  -0.01427  0.07693  1.82836
H  1.67261  1.71910  -2.18972
H  0.04318  -1.97635  -2.76828
N  -2.13384  0.40159  3.73393
C  0.54677  -0.20094  0.18244
H  1.17744  -0.04684  -3.57156
C  0.49577  -1.28690  -2.07074
H  0.29261  -2.24175  -0.22479
O  -2.00618  0.70120  0.23533
N  -1.70062  0.69725  1.39185
H  2.87362  0.52024  -1.78805
N  -2.74523  0.69239  2.61530
C  0.02721  -1.35187  -0.59584
C  1.20314  -0.24753  -2.52186
C  1.80266  0.76564  -1.63206
H  -1.10518  -1.34354  -0.65097
H  -1.45139  -0.40209  3.68496
H  -1.88874  1.29156  4.20565
H  1.60489  1.47890  0.44712
C  1.30557  0.75300  -0.31108

Table of natural (NBO) atomic charges, one value per atom, all in e: S 0.26; H 0.23; H 0.21; N -0.62; C -0.16; H 0.21; C -0.17; H 0.22; O -0.33; N 0.14; H 0.24; N -0.14; C -0.48; C -0.18; C -0.51; H 0.24; H 0.37; H 0.37; H 0.22; C -0.13

***

Entry 7:
# C6H9N4

The ion C6H9N4 with charge +1 at a distorted geometry (ωB97M-V with the def2-TZVPD basis set, the OMol25 dataset).

Results
Spin multiplicity: 1
Energy, eV: -12316.329
Net charge: +1
ΔE to the lowest compared entry with this formula, charge and spin, kcal/mol: 145.4
Highest occupied orbital energy, eV: -11.87
Kohn-Sham gap, eV: 5.367

CARTESIAN COORDINATES (ANGSTROEM)
C  -0.15861  0.90219  -2.39107
H  -1.65462  -1.55444  2.31692
C  -1.44454  0.02988  1.02719
C  0.26851  -0.46451  -2.35993
C  0.88884  -0.15524  0.91463
N  -1.09155  -1.02290  1.73155
H  0.66421  -0.88055  3.05667
H  0.57980  -2.43763  -2.78716
H  -1.43481  2.37801  0.08867
H  1.57288  0.50079  1.40751
C  0.27918  -1.08477  1.97995
N  -0.44375  1.85453  -1.60844
H  0.68958  -2.07838  2.10629
C  -0.51638  1.79343  -0.19505
H  1.43449  -0.59779  0.12117
N  -0.37049  0.57623  0.48457
H  -0.35133  1.21274  -3.44132
N  0.83162  -1.48331  -2.53137
H  0.25696  2.51171  0.07923

Table of natural (NBO) atomic charges, one value per atom, all in e: C -0.15; H 0.41; C 0.21; C 0.65; C -0.25; N -0.59; H 0.21; H 0.49; H 0.29; H 0.22; C -0.27; N -0.13; H 0.22; C -0.11; H 0.19; N -0.50; H 0.28; N -0.44; H 0.25

***

> Among the records above, which one has the lowest energy?

C6H9N3O2S

***

> Look up the ΔE to the lowest compared entry with this formula, charge and spin of the first one.

84.8 kcal/mol

***

> Look up the spin multiplicity of the first one.

1